1.
Here is an isolated molecule of C8H14N2O5 in a non-equilibrium geometry from the OMol25 dataset. Energies are from the ωB97M-V functional and the def2-TZVPD basis.

As for the orbital gap: 9.91 eV. Its SMILES is C[C@H](NC(=O)[C@@H](N)CCC(=O)O)C(=O)O.

CARTESIAN COORDINATES (ANGSTROEM)
C  -2.86  0.21  1.23
C  -2.01  -1.04  0.60
N  -0.90  -0.73  -0.28
C  -0.01  0.21  -0.07
O  -0.19  1.03  0.79
C  1.20  0.36  -1.08
N  0.79  -0.02  -2.42
C  1.56  1.82  -0.96
C  2.14  2.39  0.42
C  2.95  1.28  0.91
O  2.87  0.61  1.94
O  3.90  0.83  0.04
C  -2.85  -2.13  -0.14
O  -2.31  -3.00  -0.80
O  -4.15  -2.17  0.05
H  -3.83  -0.18  1.70
H  -2.21  0.70  1.87
H  -3.20  0.82  0.42
H  -1.65  -1.52  1.54
H  -0.73  -1.21  -1.21
H  1.85  -0.36  -0.73
H  1.55  -0.28  -2.98
H  0.37  0.81  -2.93
H  0.64  2.38  -1.26
H  2.25  2.13  -1.78
H  2.81  3.25  0.27
H  1.41  2.80  1.09
H  4.44  0.34  0.59
H  -4.51  -1.48  0.69

2.
Here is a cluster of 2 separate species, C5H16N2OS in total in a non-equilibrium geometry from the OMol25 dataset. Energies are from the ωB97M-V functional and the def2-TZVPD basis.

As for the orbital gap: 9.32 eV. Its SMILES is NCNCCCCS.O.

CARTESIAN COORDINATES (ANGSTROEM)
N  2.55  -1.23  -0.93
C  2.84  -0.27  0.11
N  2.08  -0.37  1.32
C  0.61  -0.23  1.28
C  -0.30  -1.04  0.37
C  -0.90  -0.14  -0.80
C  -2.38  -0.07  -1.02
S  -2.88  1.44  -2.09
H  2.60  -2.22  -0.82
H  2.13  -0.79  -1.73
H  3.91  -0.38  0.38
H  2.76  0.71  -0.40
H  2.29  -1.15  1.92
H  0.36  -0.31  2.34
H  0.41  0.84  1.07
H  -1.09  -1.44  1.02
H  0.21  -1.84  -0.15
H  -0.52  0.88  -0.64
H  -0.27  -0.36  -1.67
H  -2.89  -0.05  -0.04
H  -2.83  -0.82  -1.68
H  -2.61  2.42  -1.24
O  -2.33  2.24  0.85
H  -1.79  2.78  1.44
H  -1.96  1.38  1.11

We obtain energy above the lowest of the compared OMol25 structures with the same formula, charge and spin values of 197.8 110.9 kJ/mol for the records listed above, in that order.
We obtain HOMO values of -9.39 -8.68 eV for the records listed above, in that order.
We obtain E values of -798.95047 -782.98226 Ha for the records listed above, in that order.